No. 1
78
Properties=species:S:1:pos:R:3:forces:R:3 method="wB97M-V/def2-TZVPD" charge=-1 total_energy_ha=-6818.408809 orbital_gap_ev=5.07
C -1.6122 3.7333 -2.7933 0.9 -1.3 -0.5
C 0.0420 3.7371 -2.5465 -1.2 2.1 0.2
O 0.4937 2.6518 -1.6622 0.0 -2.6 -3.4
C 0.5604 1.3545 -2.3527 -1.5 -2.0 -3.9
O -0.0005 1.0439 -3.5253 2.8 2.8 6.5
C 1.4616 0.1671 -1.6301 0.7 1.9 1.0
C 1.2893 0.3193 -0.0069 0.2 -0.3 0.2
C -0.2574 0.2896 0.5358 0.7 -1.9 -0.3
P -0.4697 1.5071 2.0399 0.3 -0.2 -0.4
C -0.4503 2.7466 3.4972 -0.2 1.0 2.0
N 0.6647 3.7902 3.4159 -0.4 -0.5 0.2
H -2.0087 4.8314 -2.7125 0.6 -2.2 -0.2
H -1.7915 3.2417 -3.8644 0.2 1.3 2.3
H -2.1184 2.9996 -2.0024 1.1 1.9 -1.6
H 0.2474 4.7555 -1.9587 -0.2 -2.5 -1.0
H 0.6472 3.8269 -3.5531 -1.2 -0.7 2.0
H 2.5977 0.4440 -1.8702 -2.5 -0.6 0.3
H 1.2656 -0.9057 -2.0550 -0.2 2.4 0.6
H 1.8887 -0.5490 0.5439 -1.2 1.8 -1.4
H 1.8217 1.3343 0.2950 -1.2 -1.9 -0.5
H -1.0778 0.4528 -0.2825 1.6 -0.1 1.1
H -0.4351 -0.8045 0.9776 0.4 2.5 -1.0
H 0.7828 0.9584 2.5438 0.7 0.0 0.1
H -1.1457 0.4887 2.8278 -0.5 -0.2 0.3
H -1.7520 1.9807 1.5553 0.3 0.0 -0.4
H 0.2277 2.5240 1.2470 0.2 0.2 -0.2
H -0.2792 2.1892 4.5361 -0.4 1.0 -2.1
H -1.4791 3.3254 3.6010 1.8 -1.0 -0.2
H 1.5793 3.3295 3.6366 -1.2 0.6 -0.8
H 0.6780 4.2739 2.4908 0.2 -1.1 0.9
Cl -3.7567 2.5087 1.6511 -0.5 0.0 0.4
C -5.2873 2.7444 2.5309 -0.5 0.2 -0.1
C -5.0850 2.7685 4.0378 0.0 0.1 -0.2
Cl -4.6233 1.1721 4.6793 0.0 -0.1 0.0
H -5.9783 1.9513 2.2295 0.1 0.1 0.2
H -5.7003 3.7008 2.1963 0.0 -0.1 0.2
H -6.0185 3.0504 4.5339 0.1 0.0 -0.1
H -4.3138 3.4879 4.3300 -0.1 -0.6 -0.2
Cl 3.0305 -3.6807 -0.1562 0.0 0.3 0.1
C 3.4614 -3.2544 -1.8310 0.2 0.0 -0.4
C 4.8222 -2.5818 -1.9197 -0.1 -0.2 -0.1
Cl 4.8152 -0.9534 -1.1975 0.1 0.0 0.1
H 2.6691 -2.6163 -2.2339 0.2 0.0 0.2
H 3.4704 -4.1875 -2.4024 0.1 0.4 0.3
H 5.1097 -2.4610 -2.9684 -0.3 0.0 0.6
H 5.5972 -3.1714 -1.4203 -0.2 0.1 0.0
Cl 3.9557 -7.3595 -1.3096 0.0 -0.1 0.2
C 2.4760 -6.9337 -0.4144 -0.3 0.0 0.4
C 1.8970 -8.1230 0.3356 0.1 0.3 0.2
Cl 1.2269 -9.3511 -0.7670 0.0 -0.1 0.0
H 1.7566 -6.5164 -1.1255 0.2 -0.1 0.1
H 2.7505 -6.1460 0.2937 -0.1 -0.3 -0.2
H 1.0752 -7.7932 0.9781 0.1 0.0 -0.2
H 2.6488 -8.6071 0.9666 -0.1 0.1 -0.2
Cl -2.0832 -2.3070 -0.0717 -0.5 -0.5 -0.2
C -3.3479 -1.3590 -0.8927 -0.2 0.1 -0.1
C -4.4125 -0.8645 0.0739 0.3 0.4 -0.1
Cl -5.4123 -2.1943 0.7101 -0.1 -0.1 0.1
H -3.7788 -1.9802 -1.6837 0.0 0.1 0.2
H -2.8488 -0.5065 -1.3633 -0.1 0.0 0.2
H -5.0910 -0.1771 -0.4400 0.1 -0.1 0.0
H -3.9711 -0.3348 0.9238 0.0 -0.2 -0.2
Cl -1.4744 5.3178 5.8640 -0.2 0.1 0.0
C -1.8292 6.2683 4.4002 0.0 0.1 -0.1
C -3.1858 6.9513 4.4746 0.4 0.3 0.0
Cl -4.5302 5.7853 4.3976 0.0 0.5 0.1
H -1.7610 5.6003 3.5363 0.0 0.0 0.2
H -1.0393 7.0203 4.3122 -0.2 -0.1 0.0
H -3.3074 7.6302 3.6252 0.1 -0.2 0.1
H -3.2942 7.5344 5.3943 0.0 -0.2 -0.1
Cl 3.9083 -5.8260 -4.0407 0.2 -0.2 -0.5
C 4.3391 -5.3998 -5.7155 0.0 0.1 -0.3
C 5.6999 -4.7271 -5.8042 0.0 -0.3 -0.2
Cl 5.6930 -3.0988 -5.0820 0.1 -0.1 -0.4
H 3.5469 -4.7616 -6.1185 0.2 0.0 0.1
H 4.3482 -6.3329 -6.2870 0.1 0.1 0.1
H 5.9874 -4.6063 -6.8529 -0.1 0.0 0.1
H 6.4750 -5.3168 -5.3049 -0.2 0.1 0.0

***

No. 2
18
Properties=species:S:1:pos:R:3:forces:R:3 method="wB97M-V/def2-TZVPD" charge=+2 s_squared=3.76 total_energy_ha=-1892.309856 orbital_gap_ev="7.81 / 6.82" multiplicity=4 e_above_lowest_kcal_mol=19.1
O 0.3225 -0.9499 -1.4079 -0.1 -0.5 -0.8
C -0.7163 -1.2536 -0.7580 2.6 3.1 0.7
O -0.4811 -2.0858 0.1937 -1.2 -1.0 1.2
Co 1.3667 -1.3248 0.5142 0.1 1.2 -0.3
Li -1.8388 -3.0206 1.1198 -0.1 0.0 0.0
O 1.6986 0.5122 0.8654 0.0 -1.9 0.6
Li 1.3501 0.4366 -2.2331 -0.4 0.3 0.4
C 1.2662 1.3361 -0.0026 0.4 1.9 -1.0
O 1.4160 2.5791 0.4144 0.0 -1.4 0.4
C 0.8904 3.6405 -0.3744 -0.3 0.6 -0.7
H 0.5904 4.4380 0.3134 0.1 -0.3 -0.2
H 1.6536 4.0212 -1.0656 -0.1 -0.1 0.3
H 0.0206 3.2921 -0.9449 0.2 0.1 0.1
C -1.8811 -0.3465 -0.7855 -2.8 -2.0 0.5
C -2.5157 0.2657 0.2585 1.3 0.9 -1.4
H -2.5046 -0.5588 -1.6575 0.0 0.2 0.0
H -3.5426 0.6093 0.1225 0.3 0.0 -0.2
H -1.9562 0.8034 1.0294 -0.2 -1.0 0.5

***

No. 3
97
Properties=species:S:1:pos:R:3:forces:R:3 method="wB97M-V/def2-TZVPD" charge=+1 total_energy_ha=-7383.467847 orbital_gap_ev=6.34
C -0.7252 -1.1786 -4.7335 -0.3 -0.5 -0.2
C -0.5481 -2.8252 -4.8215 2.8 -3.0 -5.8
O -0.1020 -3.3780 -5.9823 -3.0 3.8 7.8
O -0.8374 -3.7647 -3.7200 -1.1 2.7 -2.4
C -2.2985 -3.9401 -3.7301 -1.6 -0.2 0.4
C -3.1336 -2.8563 -2.8236 0.0 -0.1 0.7
C -2.3335 -2.4448 -1.4531 0.2 0.6 -0.6
C -3.0487 -1.1015 -0.8429 0.2 -0.2 -0.9
C -4.5814 -1.3135 -0.3011 0.1 1.1 0.3
C -4.7174 -1.6162 1.3045 -1.0 0.4 0.7
C -3.8391 -0.5903 2.2588 1.3 0.8 1.1
N -4.2332 0.8910 2.1928 3.5 -0.6 2.6
C -3.5067 1.9755 2.9669 2.0 -3.9 0.8
C -2.2229 1.5454 3.9328 -1.6 -1.8 -1.9
C -1.4327 2.7500 4.7153 -1.9 1.0 -0.5
C -0.9064 3.8898 3.6099 6.7 -0.8 -2.4
O 0.3356 3.7934 3.1210 -9.6 1.3 3.3
F -1.8776 4.9729 3.2019 2.8 -3.5 1.3
C -1.7662 -0.0251 4.0647 -2.8 0.5 -2.6
C -0.4950 -0.5750 4.9774 0.2 -2.2 5.1
O -0.6465 -1.0714 6.2102 0.9 3.7 -8.8
O 0.8512 -0.4430 4.3272 -3.3 -2.0 0.6
C 1.1894 -1.6650 3.5800 2.1 -1.8 0.4
Br 0.7766 -1.5057 1.5894 -0.5 0.2 1.6
C 2.8404 -1.9103 3.6512 0.0 1.3 1.4
C 3.2775 -2.5561 5.0980 -0.5 -0.2 -0.5
Br 3.5031 -3.1867 2.2347 -0.5 0.9 1.1
C -2.6115 -1.1561 3.1866 -3.0 5.4 -0.7
P -2.0628 -2.9778 3.3523 3.2 -0.9 1.2
O -2.2011 -3.8667 1.8613 -1.6 -0.4 2.8
O -2.8037 -3.7921 4.7014 -1.5 -0.4 -3.8
H 0.3172 -0.6200 -4.6711 -2.1 -1.5 -0.1
H -1.2262 -0.8551 -5.7661 1.1 -0.8 2.4
H -1.4001 -0.8720 -3.8163 1.4 -0.7 -1.9
H -2.5241 -5.0121 -3.2621 0.7 2.3 -1.3
H -2.6797 -3.8345 -4.8377 0.6 -0.7 2.2
H -3.4110 -1.8603 -3.3825 0.7 -2.0 0.8
H -4.1705 -3.3647 -2.5331 2.2 1.0 -0.7
H -2.2517 -3.3475 -0.7130 -0.3 1.8 -1.3
H -1.2117 -2.1326 -1.7154 -2.5 -0.8 0.5
H -2.3067 -0.6275 -0.0722 -1.7 -0.8 -1.1
H -3.1201 -0.3241 -1.7460 0.2 -1.7 2.0
H -5.1482 -0.2845 -0.4952 1.1 -2.2 0.4
H -5.1881 -2.1355 -0.8747 1.4 1.5 1.1
H -5.8584 -1.4061 1.5856 2.4 -0.4 -0.5
H -4.5510 -2.7635 1.5894 0.2 2.8 -0.6
H -5.0397 1.2004 1.5831 1.3 -0.7 0.9
H -3.8507 3.1037 2.8449 0.7 -2.7 0.2
H -2.2432 3.3211 5.3666 1.7 -1.3 -1.2
H -0.5772 2.3616 5.4135 -1.5 0.9 -1.8
H 0.7216 -2.6493 4.0531 0.5 2.4 -1.3
H 3.3531 -0.8600 3.4783 -1.0 -2.3 0.2
H 4.3926 -2.9219 5.0502 -2.3 0.9 0.1
H 3.1258 -1.7735 5.9571 0.3 -1.5 -1.7
H 2.5794 -3.4962 5.2810 1.5 1.9 -0.3
H -2.2955 -4.8363 2.1537 0.3 1.8 -0.8
H -3.4318 -4.5076 4.3310 0.9 1.5 1.2
C -3.8904 1.3308 -8.0490 -0.2 0.0 -0.2
C -2.6302 0.6277 -8.5289 0.1 0.0 0.2
C -1.3404 1.3223 -8.0810 0.1 -0.1 -0.2
C -1.1441 2.7471 -8.6103 0.0 0.1 0.1
C -1.1547 2.8905 -10.1340 0.0 0.1 0.1
C -0.0330 2.1274 -10.8208 0.0 -0.1 -0.2
H -3.9768 2.3365 -8.4704 0.0 -0.1 0.1
H -4.7764 0.7665 -8.3580 0.1 0.1 0.1
H -3.9026 1.4103 -6.9580 0.0 0.1 0.0
H -2.6551 0.5298 -9.6193 0.1 0.0 0.1
H -2.6295 -0.3937 -8.1286 0.0 0.0 -0.1
H -0.4882 0.7015 -8.3789 0.0 0.1 0.0
H -1.3189 1.3554 -6.9847 0.0 0.0 0.0
H -0.1878 3.1273 -8.2260 -0.1 0.0 -0.1
H -1.9162 3.4008 -8.1911 0.0 0.0 0.0
H -1.0540 3.9541 -10.3820 -0.1 -0.1 0.1
H -2.1203 2.5710 -10.5421 0.0 0.0 0.1
H 0.9445 2.4569 -10.4545 -0.1 -0.1 0.0
H -0.0654 2.3036 -11.9011 0.1 -0.1 0.1
H -0.1189 1.0492 -10.6582 0.1 0.1 0.0
C 3.9009 1.4011 4.9760 -0.2 -0.1 0.1
C 4.7535 2.4578 5.6610 0.1 0.2 -0.1
C 6.1844 2.5276 5.1187 0.0 0.1 0.1
C 7.0206 1.2572 5.3071 0.0 0.0 -0.1
C 7.1751 0.7793 6.7528 0.1 -0.1 -0.1
C 7.8909 1.7795 7.6469 0.0 0.0 0.2
H 4.2928 0.3941 5.1458 0.0 0.1 0.0
H 2.8798 1.4285 5.3703 0.0 -0.1 -0.1
H 3.8525 1.5766 3.8973 0.0 0.0 0.0
H 4.7605 2.2821 6.7419 0.0 0.0 -0.1
H 4.2793 3.4358 5.5118 0.1 -0.1 0.1
H 6.6954 3.3743 5.5901 0.0 -0.1 0.0
H 6.1455 2.7594 4.0471 0.0 0.0 0.1
H 8.0190 1.4378 4.8858 -0.1 0.0 0.1
H 6.5879 0.4451 4.7135 0.0 0.0 0.0
H 7.7486 -0.1556 6.7487 -0.1 0.1 0.0
H 6.1967 0.5365 7.1825 0.0 0.0 -0.1
H 8.8872 2.0093 7.2559 -0.1 0.0 0.0
H 8.0108 1.3651 8.6533 0.0 0.1 -0.1
H 7.3300 2.7141 7.7381 0.1 -0.1 0.0